1.
Entry from the Open Molecules 2025 dataset: C30H27AgN5O3S as an isolated structure (ωB97M-V/def2-TZVPD).

* relative energy (zero: lowest compared OMol25 entry of this formula, charge and spin): 30.91 kcal per mole
* calculated total energy: -59975.81006 eV
* HOMO level: -4.0 eV
* charge: -1

Structure (XYZ):
```
67
C30H27AgN5O3S, DFT ωB97M-V/def2-TZVPD
Ag -0.69105 -0.44204 -0.94120
S -1.27321 -5.06270 -2.38135
O 1.74143 -2.38917 -1.81245
O -1.73482 -1.04044 4.51456
O 3.62769 -4.23809 3.54199
N 1.19894 -1.30450 0.60113
N 1.58869 -2.81083 2.35370
N -1.48759 -2.26164 -2.03852
N 0.09137 1.33894 -2.06431
N -0.32858 -1.54409 2.35375
C 2.58284 0.25054 -4.28410
C 4.95803 0.58642 -4.16215
C -1.40523 -3.41737 -2.15754
C 2.81251 -2.06493 -1.05236
C 0.81272 -1.84802 1.69112
C 2.45439 0.90143 -3.05945
C 3.11121 -6.27448 0.54958
C 2.09266 -3.95516 1.70578
C -1.26626 -0.47386 2.21983
C -1.49714 0.23236 1.03989
C 4.90513 -1.21351 0.57273
C -2.45550 1.25246 1.15060
C 3.84480 0.09326 -4.83150
C 1.56455 -4.43251 0.51192
C -1.22036 -0.37333 5.64607
C 4.12935 -2.26965 -1.43818
C 4.82114 1.22476 -2.93696
C 2.51970 -1.47615 0.19558
C 1.97837 -3.09684 -3.00939
C 3.13205 -4.65197 2.32029
C 3.58368 -1.02677 0.96534
C 4.36135 -3.02016 3.49945
C -1.98014 -0.22368 3.40207
C -3.16462 1.52788 2.31091
C -2.94037 0.76802 3.45178
C 3.63067 -5.81142 1.74953
C 3.56753 1.37487 -2.36963
C 2.07979 -5.57894 -0.06818
C 1.14083 1.11990 -2.50914
C 5.17661 -1.85813 -0.61772
H 0.74917 -3.91090 0.03173
H 4.34215 -2.75249 -2.37900
H -3.90993 2.31259 2.32788
H 1.00264 -3.35366 -3.40379
H -0.15200 -0.15423 5.51103
H -3.51071 0.92729 4.35865
H 2.53021 -2.47885 -3.72657
H 6.19820 -2.03282 -0.92745
H 5.94370 0.45562 -4.59072
H -2.67791 1.85227 0.27563
H 2.54161 -4.01399 -2.80463
H 3.44441 1.84277 -1.40407
H -1.34659 -1.03509 6.50323
H 3.50289 -7.17901 0.10570
H 3.73359 -2.17860 3.80741
H 3.35357 -0.55524 1.91307
H 3.95623 -0.41148 -5.78208
H 5.69150 1.58374 -2.40527
H 1.63772 -5.93000 -0.98947
H 1.70365 -0.12625 -4.78699
H -1.74689 0.56332 5.83541
H 5.71154 -0.87462 1.21149
H 4.73266 -2.82725 2.49119
H -0.54374 -2.15245 3.13081
H 4.43002 -6.32987 2.26316
H 5.19940 -3.12434 4.18982
H 1.42144 -2.91771 3.34439
```

2.
Entry from the Open Molecules 2025 dataset: C30H27AlF3NOSSi as an isolated structure (ωB97M-V/def2-TZVPD).

* calculated total energy: -68554.82309 eV
* HOMO level: -9.0 eV

Structure (XYZ):
```
65
C30H27AlF3NOSSi, DFT ωB97M-V/def2-TZVPD
S -2.75853 -2.30089 4.11512
Si 0.84163 0.88788 -1.29099
Al -0.29006 -1.51292 0.62815
F -1.48884 -4.11880 0.31080
F 0.62985 -3.92048 -0.16762
F -0.88816 -3.39694 -1.62966
O 0.03285 -0.24036 -0.43848
N -1.88621 -1.58145 1.82633
C 2.05695 2.74086 2.22747
C 2.62973 -1.54258 3.86273
C -0.08371 2.91477 -3.10798
C -0.40670 1.77008 -2.36803
C -3.25592 -1.75836 1.65794
C 1.45149 1.90293 1.29800
C 2.86885 3.78126 1.79882
C 0.79272 -1.61280 2.28352
C 0.40053 -1.81846 4.70333
C -5.98423 -2.18039 1.66019
C -1.48966 -1.83671 3.04893
C 3.06495 3.98489 0.43854
C -1.71567 1.28633 -2.45373
C -1.02940 3.55027 -3.90160
C -0.61095 -3.28701 -0.31840
C -0.06121 -1.76229 3.38927
C 1.38360 -0.99225 -3.25432
C 2.15257 -1.49533 2.56032
C 2.45618 3.14398 -0.48472
C -5.32417 -1.79724 0.48653
C -3.96307 -1.58156 0.47275
C 1.63968 2.07852 -0.07662
C 1.75860 -1.70772 4.93614
C -2.66686 1.91927 -3.24537
C 2.12742 -0.00961 -2.33425
C 2.96858 0.94187 -3.19661
C -5.28730 -2.35955 2.84061
C 3.05632 -0.79329 -1.39533
C -3.91232 -2.14602 2.82069
C -2.32392 3.05208 -3.97059
H -7.05437 -2.33895 1.64317
H 3.69543 4.79758 0.09742
H 0.91954 3.32796 -3.06099
H 3.34525 4.43447 2.52066
H -3.67632 1.52883 -3.29791
H -1.98726 0.39787 -1.89236
H 3.64472 0.35721 -3.83303
H -0.75799 4.43579 -4.46401
H 3.60306 -0.12558 -0.72032
H 3.69374 -1.44874 4.04743
H 0.71009 -0.46832 -3.94016
H 2.34652 1.55463 -3.85752
H 2.61943 3.33245 -1.54155
H -5.89188 -1.67396 -0.42599
H 2.10554 -1.55693 -3.85736
H -5.79010 -2.66182 3.75034
H -3.44510 -1.28934 -0.43342
H 2.85838 -1.36501 1.74768
H 3.58934 1.60474 -2.58701
H -0.29060 -1.93438 5.53214
H 2.50008 -1.51469 -0.78897
H 3.79165 -1.35837 -1.98161
H 0.78766 -1.71307 -2.68724
H 2.14171 -1.74074 5.94853
H 0.82629 1.09012 1.65158
H -3.06426 3.54714 -4.58772
H 1.89385 2.57913 3.28635
```

So what do the calculations give for E_LUMO? Going down the list: 2.31, -0.67 eV.
So what do the calculations give for Kohn-Sham gap? Going down the list: 0.231, 0.306 hartree.